The following is a quantum chemistry calculation of 22 unconnected molecules or ions with the total composition C56H164N8O22 at a distorted geometry, from the Open Molecules 2025 dataset.

Geometry as XYZ:
```
250
Properties=species:S:1:pos:R:3:forces:R:3
C -22.893 22.037 -2.562 1.30 -0.48 -0.62
C -24.085 22.259 -1.690 -0.56 1.04 0.46
C -23.960 21.501 -0.385 0.12 -0.55 0.76
O -25.208 21.522 0.324 0.35 -0.21 -0.96
C -25.243 21.181 1.702 1.51 1.12 -0.19
N -24.289 23.677 -1.409 -0.27 -0.31 -1.21
H -22.942 22.539 -3.580 -0.01 -0.28 1.45
H -22.838 20.938 -2.775 0.29 0.79 0.19
H -21.985 22.353 -1.974 -0.55 -0.31 -0.92
H -24.928 21.939 -2.265 -0.95 -0.49 -0.07
H -23.113 21.994 0.171 -0.77 -0.46 -0.06
H -23.726 20.450 -0.547 0.42 -0.22 -0.09
H -25.799 20.309 1.988 -0.51 -0.68 -0.44
H -25.721 22.070 2.059 -0.33 0.29 1.33
H -24.235 21.060 2.161 -0.44 0.24 -0.36
H -23.436 24.097 -1.095 0.19 0.42 0.58
H -25.105 23.835 -0.838 0.31 0.12 0.31
C -24.140 25.752 2.194 1.91 1.63 -1.10
C -22.642 26.214 2.122 -0.14 -0.01 0.44
C -22.494 27.665 2.614 -0.52 -0.59 1.44
O -23.332 28.573 1.974 -0.48 1.16 -0.21
C -23.354 29.789 2.741 1.19 -1.23 -0.04
N -21.802 25.359 2.990 -1.11 0.00 1.10
H -24.153 24.718 1.911 -0.47 -0.60 0.20
H -24.689 26.386 1.496 -0.06 -0.31 -0.29
H -24.516 26.040 3.144 -0.44 -0.49 1.20
H -22.315 26.060 1.093 0.13 0.34 -0.12
H -21.435 28.005 2.651 -0.30 -0.15 -0.34
H -22.853 27.686 3.687 0.64 -0.51 -0.60
H -23.862 29.694 3.701 0.05 -0.49 0.24
H -23.889 30.539 2.223 -0.25 0.78 -0.94
H -22.288 30.037 2.917 -0.58 0.51 0.05
H -22.225 25.461 3.940 0.46 -0.31 -0.75
H -20.855 25.698 3.131 0.06 0.15 -0.33
C -26.881 16.425 1.165 -0.58 -0.89 -0.90
C -27.493 17.798 1.353 1.00 0.18 -0.29
C -28.819 17.862 0.578 1.79 -0.33 -0.47
O -29.644 18.876 1.022 -0.78 0.61 0.03
C -29.189 20.151 0.588 1.14 -0.63 -0.44
N -27.565 18.108 2.778 -0.75 -1.24 0.20
H -25.833 16.307 1.395 0.30 0.28 0.50
H -26.954 16.124 0.112 -0.03 0.20 -0.02
H -27.463 15.639 1.695 0.32 0.56 0.04
H -26.851 18.588 0.936 0.17 -0.32 -0.13
H -29.254 16.896 0.660 -1.19 -0.70 0.47
H -28.531 17.911 -0.501 -0.34 0.44 0.43
H -28.906 20.027 -0.475 -0.03 0.51 0.32
H -28.287 20.488 1.154 -0.53 -0.14 -0.34
H -29.970 20.882 0.686 -0.42 0.15 0.15
H -28.117 17.330 3.212 0.58 1.05 -0.18
H -28.145 18.930 2.823 -0.33 0.32 0.55
C -25.121 22.175 5.918 -0.40 0.69 0.29
C -24.302 23.267 5.194 0.00 -1.59 -1.48
C -24.300 24.463 6.050 0.80 2.87 0.31
O -23.389 25.560 5.570 -0.61 -1.75 0.02
C -23.289 26.662 6.451 -1.01 -0.57 0.27
N -22.923 22.784 4.981 -0.75 -1.72 -0.36
H -25.221 21.182 5.429 0.12 0.90 -0.32
H -26.138 22.627 6.150 1.10 -0.81 -0.01
H -24.512 21.987 6.806 -0.45 -0.12 0.45
H -24.775 23.450 4.221 -0.06 0.31 0.03
H -23.952 24.149 7.035 -0.12 0.26 0.27
H -25.270 24.977 6.056 -0.11 -0.59 0.40
H -24.180 26.731 7.087 -0.32 0.13 -0.25
H -23.256 27.548 5.812 0.47 0.07 0.45
H -22.500 26.535 7.189 0.64 0.22 -0.37
H -22.495 23.394 4.312 0.51 0.52 -0.51
H -23.021 21.862 4.471 0.44 1.22 0.82
C -21.784 14.589 8.002 0.26 0.85 -0.73
C -22.565 15.629 8.818 -0.72 -1.17 -0.88
C -24.093 15.357 8.651 0.65 -0.72 1.11
O -24.349 15.608 7.314 -2.08 -0.47 -1.78
C -25.773 15.427 6.826 2.06 0.35 0.75
N -22.208 15.421 10.181 -1.33 0.71 1.18
H -21.968 14.699 6.919 0.22 0.16 0.38
H -22.129 13.608 8.257 -0.02 -0.71 0.38
H -20.692 14.682 8.190 -0.65 -0.10 -0.13
H -22.353 16.606 8.377 0.01 0.37 0.32
H -24.727 15.968 9.334 0.40 -0.02 -0.32
H -24.274 14.281 8.935 0.07 0.77 -0.31
H -26.132 14.405 7.038 0.09 0.54 0.34
H -25.709 15.528 5.748 0.06 0.17 -0.05
H -26.328 16.261 7.269 -0.31 -0.49 -0.07
H -22.705 16.095 10.792 0.81 -0.47 -0.35
H -21.221 15.452 10.309 0.58 0.25 0.31
C -22.512 15.630 3.455 0.86 -1.34 -1.62
C -22.641 14.100 3.630 -0.31 -0.45 -0.94
C -21.272 13.558 3.983 -0.05 -1.84 -1.21
O -21.319 12.102 3.972 -0.61 0.65 0.51
C -20.763 11.509 5.113 1.11 -0.98 -0.42
N -23.707 13.684 4.552 -0.11 -0.98 -0.01
H -23.459 16.047 3.066 0.65 0.25 0.63
H -21.614 15.861 2.782 -1.56 -0.41 0.35
H -22.131 15.959 4.397 -0.49 0.90 1.00
H -22.958 13.566 2.692 0.50 0.84 0.40
H -20.964 13.915 4.939 0.40 0.33 0.89
H -20.524 13.776 3.217 -0.05 0.60 0.09
H -20.995 12.012 6.037 -0.53 0.28 0.45
H -19.658 11.512 5.051 -0.18 0.00 -0.01
H -21.059 10.441 5.167 -0.07 0.69 -0.07
H -23.726 12.642 4.546 -0.01 1.12 0.02
H -23.601 13.958 5.524 0.32 0.29 -0.09
C -26.037 18.997 -3.519 -0.27 -0.43 0.59
C -25.330 17.702 -3.232 0.80 -0.24 1.71
C -24.301 17.828 -2.049 -0.95 0.44 -0.12
O -23.406 16.733 -2.078 0.68 0.00 0.82
C -22.830 16.490 -0.776 -1.88 0.83 1.23
N -26.282 16.709 -2.715 -0.09 -1.52 -0.67
H -26.696 19.252 -2.686 0.60 0.37 0.41
H -26.754 18.949 -4.309 -0.21 -0.39 -1.05
H -25.290 19.721 -3.766 0.18 0.92 0.05
H -24.748 17.328 -4.052 0.17 -0.08 -0.92
H -24.968 17.744 -1.197 -0.03 -0.18 0.65
H -23.783 18.787 -1.868 0.06 -0.21 -0.84
H -22.229 17.286 -0.306 0.11 0.10 -1.00
H -22.291 15.582 -0.759 0.76 -0.89 -0.42
H -23.652 16.372 -0.016 0.31 -0.08 -0.72
H -26.928 16.404 -3.441 -0.26 0.63 -0.14
H -25.785 15.810 -2.608 0.13 0.63 0.47
C -17.156 23.069 7.214 2.10 2.02 -0.78
C -17.717 24.494 6.798 0.30 -2.16 0.81
C -18.511 24.327 5.542 1.07 0.03 -1.58
O -19.005 25.518 4.946 -0.98 -0.86 0.46
C -18.036 26.474 4.650 0.49 -0.82 -0.24
N -18.594 24.977 7.807 -0.15 1.04 2.13
H -17.897 22.309 7.407 -0.25 -0.20 -0.15
H -16.517 23.250 8.099 -0.62 -0.28 -0.01
H -16.386 22.813 6.453 -0.74 -0.56 0.23
H -16.847 25.156 6.695 -0.24 -0.10 -0.07
H -19.320 23.655 5.758 -0.88 0.02 0.09
H -17.901 23.770 4.796 0.01 0.34 0.12
H -18.613 27.355 4.356 0.61 0.01 -0.24
H -17.329 26.050 3.890 -0.53 0.70 0.00
H -17.418 26.653 5.520 0.04 0.63 0.25
H -19.382 24.338 7.981 0.36 0.36 -0.23
H -18.064 25.085 8.699 -0.79 -0.12 -0.90
O -23.296 17.872 6.268 0.05 0.30 0.92
H -23.466 16.977 6.612 -0.33 -0.08 0.01
H -22.640 17.772 5.587 0.36 -0.07 -0.59
O -21.460 23.246 7.677 0.17 0.68 -0.09
H -21.690 23.149 6.738 -0.30 -0.10 -0.08
H -21.204 22.369 7.943 -0.03 -0.70 0.12
O -26.159 19.069 6.701 0.73 -1.06 0.08
H -25.327 19.257 7.155 0.10 -0.25 -0.04
H -26.558 19.918 6.644 -0.78 1.19 -0.16
O -20.761 17.194 -3.102 1.07 0.19 -0.63
H -21.604 16.754 -3.061 -0.96 -0.22 0.27
H -20.270 16.758 -3.809 -0.15 0.05 0.07
O -21.829 20.228 6.974 0.52 0.57 -0.82
H -21.823 20.416 6.001 -0.25 -0.10 0.84
H -22.305 19.393 7.014 -0.34 -0.46 0.00
O -24.751 18.305 4.101 -0.55 0.33 0.78
H -25.142 18.524 4.990 0.45 -0.41 -0.94
H -25.517 18.257 3.512 -0.33 0.03 -0.08
C -17.202 15.711 0.994 -0.87 0.80 1.03
C -18.587 15.501 1.636 -0.06 -0.36 -0.67
C -18.705 16.158 2.960 2.27 1.14 1.13
O -19.648 15.903 0.793 -0.51 -0.34 -0.31
H -16.991 14.930 0.277 0.13 0.18 -0.38
H -16.475 15.694 1.812 0.18 -0.09 -0.31
H -17.226 16.740 0.585 0.37 -0.62 -0.19
H -18.712 14.429 1.801 -0.18 -0.16 -0.15
H -18.448 17.246 2.927 -0.10 -0.61 -0.11
H -17.940 15.689 3.617 -0.43 0.39 -0.08
H -19.636 16.094 3.464 -1.04 -0.34 0.14
H -19.457 16.730 0.324 0.27 0.04 -0.16
C -18.665 16.505 6.793 -0.46 -0.71 -0.37
C -19.486 17.545 7.517 -1.33 -0.03 0.53
C -19.208 17.695 9.042 -0.50 1.36 -0.89
O -19.362 18.756 6.797 1.32 0.30 -0.51
H -17.647 16.759 6.530 0.29 0.53 0.31
H -19.145 16.269 5.842 -0.07 0.11 -0.09
H -18.652 15.566 7.340 0.04 -0.07 0.24
H -20.568 17.286 7.428 0.59 -0.36 0.03
H -18.513 18.525 9.132 0.38 0.03 0.15
H -18.771 16.832 9.516 -0.07 -0.45 0.11
H -20.126 18.049 9.559 0.49 -0.54 -0.18
H -20.033 19.418 6.980 -0.69 -0.08 0.46
C -17.396 19.605 -0.956 1.03 -1.48 0.35
C -18.866 19.365 -0.772 -1.37 1.34 0.23
C -19.880 20.250 -1.520 3.48 1.17 -1.71
O -19.264 18.073 -1.024 0.45 -2.28 1.03
H -17.027 20.408 -0.334 0.02 0.19 0.36
H -17.056 19.830 -1.948 -0.11 -0.02 -0.82
H -16.893 18.628 -0.645 -0.41 1.38 -0.28
H -19.024 19.492 0.306 -0.22 0.03 0.03
H -20.831 19.838 -1.467 -1.96 -0.27 0.85
H -19.660 20.135 -2.636 0.01 0.40 1.17
H -19.728 21.320 -1.249 -0.70 -0.73 -0.25
H -19.495 17.826 -1.920 -0.33 0.33 -0.47
C -22.400 20.073 10.739 -0.77 1.51 -0.47
C -23.834 19.645 10.818 1.19 -0.30 0.02
C -24.367 19.475 9.409 0.15 -0.82 -0.32
O -23.744 18.393 11.489 -1.23 -0.51 0.51
H -21.892 19.322 10.169 0.65 -0.40 -0.15
H -21.975 20.244 11.728 0.15 -0.01 -0.24
H -22.467 20.983 10.122 0.82 0.03 0.41
H -24.395 20.331 11.446 -0.31 0.24 -0.13
H -23.872 20.133 8.677 -0.39 0.06 0.31
H -25.440 19.517 9.358 -0.58 0.39 -0.09
H -24.133 18.441 9.106 0.18 0.24 0.02
H -24.628 18.255 11.852 0.19 -0.50 0.12
C -18.665 24.023 -0.265 0.64 1.61 -0.29
C -19.828 24.948 -0.040 -0.50 0.72 -0.62
C -19.441 26.439 -0.264 -0.78 -0.63 0.19
O -20.961 24.599 -0.894 0.43 -0.02 0.18
H -17.881 24.279 0.476 -0.26 -0.43 -0.44
H -18.303 24.275 -1.270 0.36 -0.38 0.08
H -18.957 23.004 -0.230 -0.13 -0.96 0.24
H -20.181 24.816 0.980 -0.39 0.04 0.00
H -20.398 27.014 -0.206 0.96 -0.15 -0.01
H -18.981 26.572 -1.263 -0.22 -0.01 0.50
H -18.730 26.751 0.524 -0.34 0.06 -0.41
H -20.712 24.602 -1.837 0.14 0.12 0.65
C -16.313 20.959 4.039 -0.35 0.96 -0.12
C -16.338 19.484 3.892 0.14 -1.67 -0.46
C -14.945 18.852 3.616 -0.33 2.75 1.73
O -16.943 18.840 5.006 0.74 -0.35 0.47
H -15.524 21.225 4.727 0.21 0.25 0.35
H -17.269 21.315 4.449 0.22 -0.01 -0.10
H -16.136 21.498 3.098 0.00 -0.27 0.12
H -16.888 19.138 3.035 -0.77 0.45 -0.83
H -14.403 19.517 2.923 -0.16 -0.55 0.07
H -15.056 17.877 3.280 -0.06 -1.78 -0.85
H -14.404 18.838 4.570 0.13 -0.03 -0.14
H -17.808 19.187 5.269 0.12 0.09 -0.21
C -21.725 18.707 1.986 0.03 -0.43 -0.15
C -21.397 19.046 3.424 1.68 -0.10 0.00
C -20.159 19.971 3.430 -0.73 -0.89 0.32
O -22.426 19.760 4.089 0.51 0.02 -0.14
H -21.519 19.529 1.302 -0.41 0.32 0.03
H -22.756 18.386 1.972 -0.52 0.01 -0.45
H -21.134 17.870 1.595 0.07 0.02 0.38
H -21.189 18.064 3.946 -0.04 0.96 -0.16
H -19.879 20.197 4.460 0.22 0.06 -0.08
H -20.479 20.879 2.920 0.26 0.16 -0.03
H -19.341 19.479 2.892 -0.03 0.27 0.17
H -23.194 19.180 4.069 -1.02 -0.07 0.02
C -28.323 22.827 3.675 -2.54 1.13 -0.84
C -28.028 24.258 4.055 0.37 0.64 0.25
C -29.031 25.262 3.540 0.71 0.60 -1.80
O -28.095 24.294 5.480 0.34 0.36 0.88
H -27.575 22.126 3.995 0.17 -0.36 0.15
H -28.481 22.845 2.574 0.44 -0.52 0.51
H -29.370 22.654 4.107 1.56 -0.37 -0.39
H -27.041 24.593 3.680 -0.04 -0.38 0.39
H -29.922 25.142 4.111 -1.10 -0.15 0.03
H -29.184 25.164 2.418 -0.08 0.07 1.39
H -28.666 26.297 3.711 -0.11 -0.54 -0.05
H -28.467 25.131 5.818 0.41 -0.53 -0.53
```
Forces are in eV/Å.

Output
E_LUMO   0.51 eV
F_max   0.0788 hartree/bohr
Net charge   0
Gap between HOMO and LUMO   9.02 eV
HOMO energy   -8.51 eV
E   -4325.13107 a.u.